Entry 1:
C2H6N4 | wB97M-V/def2-TZVPD

```
12
Properties=species:S:1:pos:R:3:forces:R:3:nbo_charge:R:1
C -0.52838 -0.07307 1.14082 2.11 -0.80 -0.03 0.139
C 0.89912 -0.56491 0.65891 -1.56 5.40 -0.07 -0.689
N 1.34568 0.78346 -2.11281 0.32 0.39 -0.06 -0.111
N 0.28603 0.99719 -1.80392 4.43 -1.03 -2.69 0.256
N -1.44603 -0.86870 1.36182 -1.13 -2.98 0.84 -0.607
N -0.79118 1.10843 -1.38401 -6.07 1.09 1.53 -0.531
H -0.86558 0.91195 1.37924 0.97 1.32 -0.52 0.181
H 1.42838 0.44017 0.52436 0.03 -1.59 0.15 0.212
H 0.82921 -0.98960 -0.29932 -0.28 -0.69 -1.19 0.219
H 1.44902 -1.17725 1.28257 0.75 -1.19 1.69 0.225
H -1.02100 -1.81799 1.30779 -0.90 0.27 -0.32 0.308
H -1.58527 1.25030 -2.05544 1.34 -0.18 0.69 0.398
```
Forces are in eV/Å.

Output
Orbital gap in eV: 10.59
HOMO level in eV: -9.644
Spin multiplicity: 1

***

Entry 2:
C5H32N2O11 | wB97M-V/def2-TZVPD

```
50
Properties=species:S:1:pos:R:3:forces:R:3:nbo_charge:R:1
C -3.78935 0.79826 0.47624 4.19 4.89 0.62 -0.596
C -2.55606 0.90025 -0.51552 -1.73 -3.38 1.57 -0.423
C -1.74919 2.16645 -0.46908 -0.11 0.50 1.08 -0.441
C -1.40777 2.86832 0.97292 -3.96 -3.54 0.57 -0.210
N -0.81421 2.11616 2.09484 -0.82 -1.65 -0.61 -0.629
C 0.37909 1.53023 1.75116 3.20 -1.32 0.88 0.799
N 1.28788 2.34803 1.14879 -0.45 -2.25 3.51 -0.795
O 0.88758 0.42006 2.04827 -2.15 0.39 0.28 -0.735
H -3.39186 0.84167 1.48960 -0.42 -0.81 0.28 0.185
H -4.29539 1.76744 0.41551 -0.23 0.08 -0.19 0.192
H -4.48858 0.12621 0.26363 -2.47 -3.33 -0.60 0.204
H -3.03772 0.43373 -1.39657 0.62 1.68 -0.89 0.212
H -1.91722 -0.00812 -0.34023 0.00 0.99 0.53 0.208
H -2.35355 3.05852 -0.68540 0.16 -0.40 -1.56 0.207
H -0.88827 1.93978 -1.11304 -0.07 1.10 0.27 0.255
H -2.51335 3.09973 1.37100 2.84 0.62 -0.87 0.213
H -0.69229 3.56017 0.71614 0.44 2.66 -0.36 0.194
H -1.50629 1.47220 2.51067 0.97 0.24 -0.24 0.397
H 0.97231 3.01957 0.62520 -1.95 4.87 -3.42 0.356
H 2.01973 1.89256 0.72713 1.94 -1.42 -0.87 0.401
O 2.84289 -2.27646 2.60888 2.49 -5.97 4.80 -0.917
H 2.17823 -2.89259 2.37536 -0.93 -1.00 -0.57 0.471
H 2.67206 -1.56023 2.17728 -1.43 7.01 -4.30 0.455
O 0.58557 -2.07050 0.59834 -2.51 -0.23 -1.27 -1.010
H -0.33968 -2.06771 0.13292 2.55 0.57 1.05 0.493
H 0.54302 -1.33457 1.23583 -0.46 -0.02 0.14 0.519
O 2.18541 0.16847 -3.57112 0.71 -1.12 -3.17 -0.953
H 2.85068 0.33337 -2.95529 1.95 0.37 1.51 0.472
H 1.46503 0.63442 -3.22960 -1.95 1.32 0.78 0.486
O 0.74868 -1.09243 -2.10336 0.21 -0.77 -1.58 -0.972
H -0.08209 -1.53219 -2.11963 -1.63 -0.62 0.66 0.473
H 1.05369 -1.31421 -3.02192 0.20 0.79 1.14 0.492
O 1.04787 2.57990 -2.14442 -1.80 -1.70 1.61 -0.970
H 1.52980 3.15926 -2.64902 1.42 2.47 -2.36 0.463
H 1.76728 2.20186 -1.63254 0.26 -0.54 0.59 0.489
O -2.07363 -2.37283 -1.17992 -0.24 3.20 -2.82 -0.977
H -2.28149 -2.98543 -0.53282 -0.78 -2.36 1.74 0.497
H -2.90510 -2.01775 -1.56114 0.81 -0.32 0.52 0.480
O 2.88201 -1.17361 -0.59789 0.29 -2.27 -1.85 -0.983
H 2.06315 -1.21827 -0.10851 -0.84 -0.01 0.59 0.500
H 2.60619 -1.89279 -1.28356 0.99 2.10 1.51 0.500
O 3.12276 1.36611 -0.96327 2.37 3.76 0.52 -1.001
H 2.92717 0.47276 -0.84792 -0.50 -3.55 0.34 0.504
H 3.98805 1.50897 -0.49090 -1.33 -0.21 -0.85 0.495
O -1.11946 -4.43654 -0.20831 2.09 1.62 2.45 -0.979
H -0.64558 -3.77651 0.50864 -1.14 -2.74 -2.69 0.498
H -0.51298 -4.49904 -0.98071 -0.47 0.31 0.98 0.485
O -0.06893 -1.93877 3.28669 0.72 0.97 -0.08 -0.953
H -0.02550 -2.72566 3.80187 -0.19 -1.06 0.68 0.461
H 0.84938 -1.59825 3.36478 -0.81 0.08 -0.04 0.487
```
Forces are in eV/Å.

Output
Orbital gap in eV: 10.01
HOMO level in eV: -9.779
Spin multiplicity: 1

***

What are the relative energy (zero: lowest compared OMol25 entry of this formula, charge and spin) values for these records? In order: 3.880, 5.256 eV.
What are the total energy values for these records? In order: -298.706324, -1146.752287 Ha.